This record from the OMol25 dataset describes a molecular structure, C6H20AsBe2F6O8 at a distorted geometry. The level of theory is the ωB97M-V functional and the def2-TZVPD basis.

```
! wB97M-V def2-TZVPD RIJCOSX def2/J DEFGRID3
* xyz 1 1
Be 2.838 28.277 14.580
Be -1.256 27.098 11.934
C 1.437 26.255 12.985
O 2.406 25.975 13.654
O 0.658 25.452 12.609
O 1.146 27.421 12.978
As 2.685 31.054 11.256
F 2.942 32.476 12.336
F 2.663 32.131 9.764
F 2.525 29.574 10.299
F 2.695 29.969 12.732
F 0.893 31.246 11.398
F 4.459 30.896 11.151
C 0.941 22.371 10.571
O 0.585 23.673 10.219
H 1.046 21.743 9.687
H 1.838 22.394 11.189
H 0.098 21.984 11.145
H 0.658 24.254 10.980
C 5.072 24.007 14.322
O 4.140 23.794 13.288
H 5.971 23.407 14.181
H 5.349 25.060 14.357
H 4.505 23.839 15.238
H 3.433 24.439 13.370
C 1.954 26.082 17.670
O 1.810 26.641 16.407
H 1.154 25.386 17.922
H 2.843 25.484 17.873
H 1.885 26.773 18.511
H 1.674 25.976 15.728
C 1.396 22.639 14.710
O 0.515 23.719 14.847
H 1.005 21.837 15.336
H 1.411 22.208 13.709
H 2.389 22.935 15.047
H 0.729 24.336 14.144
C -0.159 29.019 9.166
O 0.245 28.025 10.079
H 0.629 29.769 9.096
H -0.297 28.673 8.141
H -1.137 29.354 9.510
H 1.124 28.321 10.327
*
```

HOMO energy in eV: -12.3
HOMO-LUMO gap in Ha: 0.107
F_max in eV/Å: 10.0
M in g mol⁻¹: 427.15

Löwdin analysis output, partial charges in e:
1. Be 1.32
2. Be 1.32
3. C -1.12
4. O 0.02
5. O 0.06
6. O -0.01
7. As 0.95
8. F -0.27
9. F -0.28
10. F -0.26
11. F -0.34
12. F -0.28
13. F -0.26
14. C -0.15
15. O -0.10
16. H 0.09
17. H 0.08
18. H 0.08
19. H 0.02
20. C -0.15
21. O -0.14
22. H 0.09
23. H 0.07
24. H 0.06
25. H 0.01
26. C -0.14
27. O -0.11
28. H 0.10
29. H 0.09
30. H 0.10
31. H 0.05
32. C -0.14
33. O -0.12
34. H 0.09
35. H 0.08
36. H 0.07
37. H 0.01
38. C -0.11
39. O -0.12
40. H 0.08
41. H 0.10
42. H 0.09
43. H 0.05


This record from the OMol25 dataset describes a molecular structure, C22H21Cl2N2OS3SiSn. The level of theory is the ωB97M-V functional and the def2-TZVPD basis.

```
! wB97M-V def2-TZVPD RIJCOSX def2/J DEFGRID3
* xyz -1 1
Sn -0.352 0.821 -0.138
C -3.505 0.547 1.731
Si -2.021 0.241 2.810
C -2.251 -1.463 3.564
C -2.165 1.562 4.147
N -0.507 0.294 1.916
C 0.687 0.172 2.630
C 0.745 -0.016 4.025
C 1.938 -0.101 4.722
C 3.152 0.008 4.065
C 3.143 0.172 2.690
C 1.942 0.216 2.009
O 1.913 0.383 0.638
C 2.914 -0.153 -0.166
C 3.355 0.634 -1.212
C 4.294 0.105 -2.086
C 4.780 -1.182 -1.901
C 4.318 -1.953 -0.842
C 3.371 -1.445 0.035
H -4.371 0.563 2.401
H -3.669 -0.228 0.987
H -3.474 1.514 1.222
H -3.218 -1.519 4.073
H -1.478 -1.746 4.279
H -2.253 -2.208 2.764
H -3.129 1.438 4.650
H -2.171 2.553 3.686
H -1.389 1.555 4.910
H -0.174 -0.109 4.580
H 1.909 -0.248 5.794
H 4.089 -0.034 4.604
H 4.065 0.253 2.130
H 2.922 1.617 -1.350
H 4.637 0.704 -2.920
H 5.509 -1.590 -2.589
H 4.682 -2.963 -0.705
H 2.985 -2.036 0.854
S -2.214 -2.435 -2.770
C -1.551 -1.259 -1.839
S 0.085 -1.346 -1.209
S -2.418 0.196 -1.365
Cl -0.935 3.516 1.503
C 0.085 4.363 0.376
C 0.317 5.706 0.599
C 1.102 6.438 -0.275
C 1.637 5.788 -1.382
C 1.398 4.449 -1.594
Cl 2.092 3.712 -3.013
C 0.603 3.621 -0.729
N 0.415 2.350 -1.046
H -0.129 6.173 1.469
H 1.285 7.491 -0.108
H 2.249 6.323 -2.097
*
```

HOMO energy in eV: -4.2
HOMO-LUMO gap in Ha: 0.251
F_max in eV/Å: 0.4
M in g mol⁻¹: 643.33

Löwdin analysis output, partial charges in e:
1. Sn 0.82
2. C -0.22
3. Si 0.37
4. C -0.16
5. C -0.18
6. N -0.19
7. C -0.28
8. C -0.06
9. C -0.10
10. C -0.10
11. C -0.02
12. C -0.21
13. O -0.14
14. C -0.31
15. C 0.00
16. C -0.07
17. C -0.10
18. C -0.08
19. C -0.04
20. H 0.04
21. H -0.01
22. H 0.02
23. H 0.03
24. H 0.02
25. H 0.04
26. H 0.03
27. H -0.01
28. H 0.02
29. H 0.06
30. H 0.10
31. H 0.09
32. H 0.12
33. H 0.08
34. H 0.10
35. H 0.10
36. H 0.10
37. H 0.13
38. S 0.47
39. C -1.75
40. S 0.53
41. S 0.49
42. Cl 0.71
43. C -0.59
44. C -0.16
45. C -0.14
46. C -0.16
47. C -0.61
48. Cl 0.64
49. C -0.51
50. N -0.19
51. H 0.09
52. H 0.08
53. H 0.09


This record from the OMol25 dataset describes a single C2H3F2N molecule at a distorted geometry. The level of theory is the ωB97M-V functional and the def2-TZVPD basis.

```
! wB97M-V def2-TZVPD RIJCOSX def2/J DEFGRID3
* xyz 0 1
C -0.621 -0.533 -1.061
C 0.605 0.889 0.796
N 0.007 -0.153 0.110
F -1.356 -1.656 -0.926
F 1.377 0.471 1.820
H -1.014 0.192 -1.748
H 0.966 1.764 0.287
H 0.036 -0.974 0.722
*
```

HOMO energy (alpha / beta) in eV: -7.5 / -7.5
HOMO-LUMO gap (alpha / beta) in Ha: 0.309 / 0.309
F_max in eV/Å: 2.1
M in g mol⁻¹: 79.05

Löwdin analysis output, partial charges in e:
1. C -0.18
2. C -0.18
3. N 0.03
4. F -0.01
5. F -0.01
6. H 0.10
7. H 0.10
8. H 0.15


This record from the OMol25 dataset describes a single C7H14N2 molecule at a distorted geometry. The level of theory is the ωB97M-V functional and the def2-TZVPD basis.

```
! wB97M-V def2-TZVPD RIJCOSX def2/J DEFGRID3
* xyz 0 1
C 0.265 2.340 -0.442
C 0.207 0.930 0.197
C 0.322 0.594 1.646
N -0.971 0.663 1.070
C -1.630 -0.668 1.019
C -0.975 -1.685 0.125
C -0.419 -1.125 -1.176
C 0.724 -0.070 -0.872
N 1.948 -0.713 -0.326
H 0.011 3.046 0.448
H -0.550 2.475 -1.210
H 1.281 2.507 -1.008
H 0.545 1.357 2.313
H 0.764 -0.425 1.707
H -1.722 -1.067 2.061
H -2.599 -0.432 0.639
H -0.187 -2.101 0.786
H -1.684 -2.447 -0.067
H -0.045 -1.987 -1.797
H -1.120 -0.529 -1.639
H 0.855 0.367 -1.914
H 2.716 0.069 -0.290
H 2.264 -1.099 -1.270
*
```

HOMO energy in eV: -8.8
HOMO-LUMO gap in Ha: 0.357
F_max in eV/Å: 4.3
M in g mol⁻¹: 126.20

Löwdin analysis output, partial charges in e:
1. C -0.05
2. C -0.42
3. C -0.11
4. N -0.03
5. C -0.20
6. C -0.20
7. C -0.13
8. C -0.36
9. N 0.02
10. H 0.10
11. H 0.08
12. H 0.10
13. H 0.09
14. H 0.12
15. H 0.13
16. H 0.10
17. H 0.11
18. H 0.09
19. H 0.13
20. H 0.08
21. H 0.14
22. H 0.12
23. H 0.09


This record from the OMol25 dataset describes 10 unconnected molecules or ions with the total composition C49H88ClN3O12 at a distorted geometry. The level of theory is the ωB97M-V functional and the def2-TZVPD basis.

```
! wB97M-V def2-TZVPD RIJCOSX def2/J DEFGRID3
* xyz 0 1
C 3.214 5.173 4.148
O 3.440 4.437 2.970
C 3.884 3.111 3.233
C 3.927 2.293 1.923
C 3.561 0.807 2.237
C 2.018 0.710 2.431
C 1.407 -0.673 2.060
C 0.017 -0.580 1.390
C -1.012 0.296 2.163
C -2.162 0.725 1.221
C -3.205 1.593 1.994
N -4.488 0.877 2.163
C -5.473 1.945 2.224
O -6.649 1.705 2.136
C -4.784 3.349 2.358
C -4.849 3.611 3.896
C -6.270 3.819 4.450
N -6.897 5.096 4.046
C -3.340 3.123 1.709
C -2.266 3.931 2.475
C -0.788 3.737 2.075
O 0.049 3.848 2.919
Cl -0.234 3.402 0.411
C -3.586 3.584 0.239
C -4.429 2.842 -0.668
C -4.548 3.429 -1.940
C -3.897 4.604 -2.344
N -3.120 5.289 -1.496
C -3.020 4.769 -0.273
H 2.465 5.960 3.956
H 2.829 4.548 4.974
H 4.131 5.687 4.512
H 4.889 3.080 3.703
H 3.180 2.662 3.958
H 4.919 2.372 1.452
H 3.156 2.707 1.250
H 3.895 0.164 1.415
H 4.019 0.508 3.195
H 1.790 0.950 3.486
H 1.479 1.474 1.840
H 2.084 -1.162 1.333
H 1.402 -1.321 2.954
H 0.094 -0.237 0.344
H -0.407 -1.604 1.354
H -1.437 -0.347 2.959
H -0.545 1.149 2.681
H -1.813 1.171 0.280
H -2.687 -0.210 0.943
H -2.808 1.592 3.033
H -4.692 0.522 1.223
H -5.440 3.954 1.711
H -4.245 4.508 4.130
H -4.325 2.772 4.395
H -6.172 3.851 5.553
H -6.964 2.995 4.233
H -6.837 5.731 4.830
H -6.469 5.488 3.216
H -2.291 3.747 3.558
H -2.488 5.008 2.360
H -4.957 1.924 -0.391
H -5.199 2.935 -2.672
H -4.017 4.988 -3.365
H -2.405 5.349 0.427
C -4.166 -0.843 -2.845
C -4.453 -1.010 -1.379
C -4.215 -2.365 -0.770
O -4.862 -0.082 -0.706
H -4.384 0.185 -3.137
H -3.119 -1.052 -3.044
H -4.792 -1.518 -3.426
H -3.167 -2.643 -0.881
H -4.844 -3.107 -1.261
H -4.465 -2.333 0.291
C -2.339 -4.084 -5.690
C -2.631 -4.244 -4.220
C -2.396 -5.600 -3.607
O -3.041 -3.315 -3.553
H -2.560 -3.058 -5.985
H -1.293 -4.293 -5.889
H -2.967 -4.761 -6.271
H -1.348 -5.879 -3.714
H -3.024 -6.345 -4.097
H -2.649 -5.564 -2.547
C 8.093 -0.172 1.171
C 7.251 -0.905 2.185
C 7.981 -1.728 3.213
O 6.042 -0.831 2.173
H 7.444 0.381 0.494
H 8.757 0.530 1.678
H 8.683 -0.885 0.592
H 8.636 -1.084 3.801
H 8.566 -2.507 2.721
H 7.258 -2.199 3.878
C 10.203 0.023 6.855
C 10.888 0.157 5.519
C 12.395 0.133 5.512
O 10.253 0.279 4.495
H 9.124 0.056 6.714
H 10.469 -0.930 7.317
H 10.499 0.844 7.510
H 12.755 -0.815 5.916
H 12.785 0.959 6.109
H 12.754 0.238 4.489
C 0.088 -7.170 -8.217
C -0.199 -7.338 -6.747
C 0.046 -8.698 -6.154
O -0.609 -6.413 -6.075
H -0.129 -6.145 -8.514
H 1.140 -7.383 -8.415
H -0.538 -7.848 -8.798
H 1.095 -8.967 -6.269
H -0.582 -9.440 -6.650
H -0.202 -8.679 -5.093
C 5.106 4.257 7.895
C 5.047 3.138 6.884
C 6.340 2.430 6.563
O 4.008 2.822 6.353
H 4.110 4.675 8.029
H 5.461 3.875 8.854
H 5.775 5.043 7.541
H 6.748 1.969 7.465
H 7.062 3.139 6.152
H 6.152 1.652 5.824
C -10.603 0.606 0.639
C -9.879 0.730 -0.678
C -8.377 0.629 -0.643
O -10.481 0.903 -1.715
H -11.675 0.697 0.472
H -10.396 -0.367 1.088
H -10.281 1.399 1.317
H -8.077 -0.343 -0.248
H -7.965 1.422 -0.018
H -7.983 0.734 -1.653
C 4.556 -9.221 -8.500
C 3.664 -9.933 -7.516
C 4.335 -10.779 -6.465
O 2.457 -9.829 -7.567
H 3.945 -8.651 -9.197
H 5.222 -8.536 -7.973
H 5.146 -9.948 -9.061
H 4.991 -10.160 -5.851
H 4.915 -11.572 -6.939
H 3.578 -11.231 -5.826
C -5.058 4.425 -7.512
C -3.797 4.552 -6.695
C -2.491 4.594 -7.447
O -3.831 4.616 -5.487
H -5.919 4.406 -6.846
H -5.153 5.277 -8.187
H -5.038 3.499 -8.089
H -2.475 5.454 -8.120
H -2.361 3.675 -8.021
H -1.669 4.686 -6.739
*
```

HOMO energy in eV: -8.5
HOMO-LUMO gap in Ha: 0.330
F_max in eV/Å: 3.2
M in g mol⁻¹: 946.71

Results of the Löwdin charge analysis, in e, for atoms 1 through 99:
1. C -0.13
2. O -0.19
3. C -0.24
4. C -0.15
5. C -0.20
6. C -0.21
7. C -0.20
8. C -0.21
9. C -0.20
10. C -0.15
11. C -0.26
12. N 0.13
13. C -0.41
14. O 0.09
15. C -0.13
16. C -0.14
17. C -0.27
18. N 0.00
19. C -0.28
20. C -0.09
21. C -0.72
22. O 0.04
23. Cl 0.74
24. C -0.13
25. C 0.02
26. C -0.05
27. C -0.13
28. N 0.07
29. C -0.16
30. H 0.09
31. H 0.07
32. H 0.09
33. H 0.12
34. H 0.10
35. H 0.10
36. H 0.11
37. H 0.09
38. H 0.11
39. H 0.11
40. H 0.07
41. H 0.10
42. H 0.11
43. H 0.11
44. H 0.11
45. H 0.13
46. H 0.09
47. H 0.09
48. H 0.10
49. H 0.13
50. H 0.08
51. H 0.15
52. H 0.11
53. H 0.13
54. H 0.11
55. H 0.10
56. H 0.06
57. H 0.05
58. H 0.12
59. H 0.13
60. H 0.08
61. H 0.10
62. H 0.08
63. H 0.09
64. C -0.02
65. C -0.45
66. C -0.02
67. O 0.01
68. H 0.08
69. H 0.08
70. H 0.09
71. H 0.08
72. H 0.09
73. H 0.08
74. C -0.02
75. C -0.46
76. C -0.02
77. O 0.04
78. H 0.08
79. H 0.06
80. H 0.09
81. H 0.07
82. H 0.09
83. H 0.08
84. C -0.02
85. C -0.49
86. C -0.02
87. O 0.06
88. H 0.08
89. H 0.08
90. H 0.08
91. H 0.05
92. H 0.09
93. H 0.08
94. C -0.02
95. C -0.49
96. C -0.02
97. O 0.05
98. H 0.08
99. H 0.09


This record from the OMol25 dataset describes a molecular structure, C32H26BN12O6Ru. The level of theory is the ωB97M-V functional and the def2-TZVPD basis.

```
! wB97M-V def2-TZVPD RIJCOSX def2/J DEFGRID3
* xyz 2 6
Ru 0.603 -0.837 -0.274
C 3.718 -0.457 -3.430
C 2.397 -0.595 -3.017
N 2.349 -0.761 -1.693
N 3.626 -0.752 -1.240
C 4.462 -0.555 -2.274
B 3.848 -0.889 0.278
N 3.011 -2.156 0.744
C 3.490 -3.286 1.259
C 2.476 -4.242 1.284
C 1.374 -3.613 0.756
N 1.703 -2.339 0.433
N 3.191 0.357 0.935
C 3.723 1.436 1.521
C 2.728 2.387 1.683
C 1.588 1.809 1.145
N 1.879 0.582 0.688
N 5.267 -1.087 0.671
C 6.233 -1.847 0.075
C 7.252 -2.012 0.973
C 6.822 -1.321 2.123
N 5.637 -0.775 1.949
H 4.084 -0.310 -4.430
H 1.492 -0.590 -3.594
H 5.524 -0.478 -2.120
H 4.519 -3.342 1.576
H 2.546 -5.256 1.636
H 0.379 -3.982 0.576
H 4.758 1.432 1.814
H 2.823 3.358 2.135
H 0.577 2.184 1.085
H 6.112 -2.241 -0.919
H 8.176 -2.541 0.822
H 7.337 -1.195 3.062
O -3.256 -3.304 3.736
C -2.393 -2.529 4.393
O -2.341 -2.492 5.587
C -1.428 -1.717 3.582
C -0.548 -0.827 4.173
N 0.176 -0.262 3.193
N -0.173 -0.730 1.995
C -1.130 -1.618 2.212
C -1.630 -2.301 0.996
O -2.570 -3.058 0.987
O -0.945 -2.036 -0.124
H -3.132 -3.260 2.765
H -0.418 -0.580 5.213
H 0.888 0.450 3.269
O -0.429 -0.967 -2.562
C -1.111 -0.042 -2.138
N -2.273 0.459 -2.595
C -2.827 1.444 -1.685
C -1.676 1.440 -0.530
O -1.715 2.085 0.474
N -0.711 0.579 -0.968
C -2.827 2.837 -2.201
C -3.239 3.883 -1.294
C -3.377 5.174 -1.737
C -3.049 5.471 -3.056
C -2.587 4.454 -3.947
C -2.457 3.163 -3.518
C -4.150 1.008 -1.082
C -4.166 -0.124 -0.269
C -5.356 -0.585 0.258
C -6.542 0.090 -0.019
C -6.536 1.206 -0.838
C -5.340 1.662 -1.381
H -2.826 -0.040 -3.277
H -3.410 3.625 -0.257
H -3.699 5.956 -1.064
H -3.118 6.489 -3.416
H -2.356 4.720 -4.969
H -2.119 2.389 -4.192
H -3.250 -0.665 -0.074
H -5.364 -1.473 0.876
H -7.473 -0.271 0.394
H -7.462 1.713 -1.074
H -5.358 2.501 -2.066
*
```

HOMO energy (alpha / beta) in eV: -13.9 / -13.9
HOMO-LUMO gap (alpha / beta) in Ha: 0.279 / 0.148
F_max in eV/Å: 0.4
M in g mol⁻¹: 786.52

Löwdin analysis output, partial charges in e:
1. Ru 1.76
2. C -0.01
3. C -0.10
4. N -0.05
5. N 0.03
6. C -0.03
7. B -0.65
8. N 0.05
9. C 0.01
10. C 0.02
11. C -0.06
12. N -0.12
13. N 0.04
14. C -0.02
15. C -0.01
16. C -0.13
17. N -0.10
18. N -0.03
19. C -0.08
20. C -0.04
21. C -0.12
22. N 0.07
23. H 0.11
24. H 0.10
25. H 0.13
26. H 0.14
27. H 0.12
28. H 0.13
29. H 0.13
30. H 0.11
31. H 0.10
32. H 0.12
33. H 0.11
34. H 0.12
35. O 0.15
36. C -0.48
37. O 0.15
38. C -0.02
39. C 0.05
40. N 0.07
41. N 0.02
42. C -0.15
43. C -0.51
44. O 0.14
45. O -0.19
46. H 0.08
47. H 0.16
48. H 0.16
49. O 0.03
50. C -0.56
51. N 0.20
52. C -0.24
53. C -0.38
54. O 0.14
55. N 0.03
56. C -0.07
57. C 0.06
58. C 0.00
59. C 0.05
60. C 0.03
61. C 0.03
62. C -0.15
63. C 0.00
64. C -0.02
65. C -0.03
66. C -0.04
67. C -0.01
68. H 0.19
69. H 0.14
70. H 0.13
71. H 0.14
72. H 0.13
73. H 0.13
74. H 0.10
75. H 0.12
76. H 0.12
77. H 0.12
78. H 0.12